# 1
Below is a cluster of 2 separate species, C4H9NO in total, with properties calculated with wB97M-V/def2-TZVPD.

Geometry as XYZ:
```
15
Properties=species:S:1:pos:R:3:mulliken_charge:R:1
C -2.47707 -0.34066 -0.01490 -0.867
C -1.34093 0.29726 0.11190 0.574
N -0.23838 0.80346 0.28372 -0.317
C -0.01104 2.23442 0.11156 -0.831
H -3.13498 -0.43432 0.84118 0.253
H -2.75506 -0.79700 -0.95696 0.245
H -0.85178 2.73889 -0.37772 0.329
H 0.14892 2.67688 1.09889 0.293
H 0.89810 2.38237 -0.47611 0.267
C 1.90727 -1.65101 -0.30720 -0.527
O 0.86153 -2.01294 0.56048 -0.509
H 1.57739 -1.56672 -1.35454 0.225
H 2.66783 -2.43501 -0.25117 0.255
H 2.37036 -0.69571 -0.02189 0.214
H 0.37784 -1.19990 0.75275 0.398
```

Computed properties:
total energy: -7829.50498 eV
structure (SMILES): C=C=NC.CO
charge: 0
multiplicity: 1

# 2
Below is the molecule C4H9NO, with properties calculated with wB97M-V/def2-TZVPD.

Geometry as XYZ:
```
15
Properties=species:S:1:pos:R:3:mulliken_charge:R:1
C -2.11250 0.66663 -0.22223 -1.114
C -1.03605 -0.24974 0.26511 -0.173
N -0.01862 0.11465 1.06040 -0.439
C 0.94055 -0.86139 0.17311 0.859
O 1.07062 -1.99937 0.60938 -0.645
C 2.10726 0.01365 -0.27971 -1.192
H -2.70563 0.20442 -1.01478 0.324
H -1.72945 1.63247 -0.56213 0.300
H -2.78062 0.84798 0.63201 0.331
H -1.28753 -1.30811 0.34171 0.380
H 0.11955 -0.76912 -0.85222 0.062
H 0.20439 1.10532 0.98152 0.296
H 1.80561 0.90512 -0.83683 0.332
H 2.75051 -0.60585 -0.90875 0.323
H 2.67190 0.30334 0.61342 0.358
```

Computed properties:
total energy: -7828.19392 eV
charge: 0
multiplicity: 1

# 3
Below is the molecule C4H9NO, with properties calculated with wB97M-V/def2-TZVPD.

Geometry as XYZ:
```
15
Properties=species:S:1:pos:R:3:mulliken_charge:R:1
C 1.19176 0.50954 -1.01138 -1.047
N 0.40930 0.16882 0.15702 -0.080
C -0.04457 1.38874 0.82851 -1.079
C -0.70280 -0.70074 -0.19570 -0.530
C -0.75224 -1.95581 0.65511 -0.029
O -0.30137 -3.00916 0.29304 -0.449
H 0.60425 0.97126 -1.82432 0.378
H 1.65888 -0.37369 -1.45794 0.358
H 2.00871 1.19394 -0.77261 0.306
H 0.82288 1.89182 1.24755 0.343
H -0.68009 1.98877 0.17996 0.391
H -0.67414 1.09945 1.67783 0.331
H -1.67963 -0.20214 -0.18336 0.384
H -0.57711 -1.07226 -1.21589 0.394
H -1.28384 -1.89854 1.62218 0.329
```

Computed properties:
total energy: -7830.33590 eV
structure (SMILES): CN(C)CC=O
charge: 0
multiplicity: 1

# 4
Below is the molecule C4H9NO, with properties calculated with wB97M-V/def2-TZVPD.

Geometry as XYZ:
```
15
Properties=species:S:1:pos:R:3:mulliken_charge:R:1
C 1.17914 -0.75939 -0.20186 -1.389
C 1.27990 1.40732 0.40425 -0.850
C 0.18778 0.41514 0.47959 1.039
O 0.09988 0.12407 1.72912 -0.616
N -1.00732 0.60265 -0.29132 -0.303
C -1.93758 -0.51038 -0.24086 -0.858
H 0.53955 -1.64095 -0.12382 0.385
H 1.39947 -0.53260 -1.24915 0.396
H 2.09207 -0.94228 0.36590 0.392
H 1.50342 1.91886 1.33646 0.287
H 2.06440 1.38417 -0.34832 0.345
H -0.81262 0.91709 -1.23552 0.262
H -1.64728 -1.37684 -0.85977 0.266
H -2.01384 -0.83312 0.80034 0.344
H -2.92696 -0.17374 -0.56504 0.301
```

Computed properties:
total energy: -7827.08318 eV
charge: 0
multiplicity: 1

Number 2 is which compound?
C4H9NO

What is the multiplicity in the third record?
1